# 1
ORCA calculation (ωB97M-V with the def2-TZVPD basis set) on C25H46O3P2RhS as an isolated structure at a distorted geometry.

Each line ends with the Löwdin charge.
Element x y z (Å)
Rh (-0.4325, 1.1687, -0.3004)  0.77
C (0.1931, 0.6512, 2.2926)  -0.16
C (1.1493, 1.1903, 1.3485)  -0.25
C (-0.5538, 2.7458, 1.6586)  -0.23
C (-0.8315, 1.6153, 2.4811)  -0.16
C (0.7084, 2.5350, 0.9901)  -0.33
C (0.3213, -0.6874, 2.9196)  0.01
H (0.1591, -1.4866, 2.1771)  0.08
H (-0.4157, -0.7920, 3.7231)  0.09
H (1.3247, -0.8255, 3.3482)  0.10
C (-1.9928, 1.5898, 3.3971)  0.00
H (-2.0837, 0.6302, 3.9142)  0.08
H (-2.9071, 1.8192, 2.8266)  0.08
H (-1.9025, 2.3874, 4.1474)  0.11
C (-1.2807, 4.0294, 1.7334)  -0.01
H (-1.4617, 4.3070, 2.7799)  0.10
H (-2.2589, 3.9278, 1.2500)  0.08
H (-0.7240, 4.8400, 1.2609)  0.08
C (1.6726, 3.6153, 0.6316)  -0.03
H (1.8125, 4.2775, 1.4941)  0.12
H (1.3230, 4.2622, -0.1636)  0.05
H (2.6343, 3.2122, 0.3237)  0.08
C (2.5485, 0.7324, 1.0824)  -0.02
H (3.2742, 1.5447, 1.2638)  0.10
H (2.6737, 0.4068, 0.0408)  0.08
H (2.8142, -0.1191, 1.7175)  0.08
C (0.6290, -3.8873, 1.3090)  -0.13
C (1.7297, -4.0687, 2.0557)  -0.11
C (3.1594, -3.9138, 1.5983)  -0.18
C (3.4566, -4.5463, 0.2219)  -0.19
C (3.6545, -3.6080, -0.9242)  -0.10
C (2.8729, -2.5496, -1.1749)  -0.12
C (1.6779, -2.1897, -0.3344)  -0.24
C (0.6869, -3.3789, -0.1001)  -0.18
H (3.7889, -4.4189, 2.3548)  0.11
H (2.7054, -5.3014, -0.0380)  0.12
H (3.5413, -2.8736, 1.6192)  0.11
H (0.9307, -4.2126, -0.7906)  0.13
H (-0.3677, -4.1644, 1.6906)  0.11
H (1.6125, -4.2628, 3.1255)  0.10
H (-0.3287, -3.0332, -0.3611)  0.09
H (1.9755, -1.8268, 0.6435)  0.06
H (3.0901, -1.8728, -2.0076)  0.10
H (1.1056, -1.3698, -0.7896)  0.01
H (4.3726, -5.1387, 0.3091)  0.11
H (4.4343, -3.8781, -1.6442)  0.11
P (-0.9326, -0.5619, -1.9801)  0.90
P (-0.3757, 2.5607, -1.8409)  0.71
C (-1.1200, 0.5291, -3.5084)  -0.42
C (-1.6265, 1.8882, -3.0758)  -0.35
H (-1.8253, -0.0002, -4.1710)  0.09
H (-0.1052, 0.5524, -3.9470)  0.06
H (-1.7867, 2.5548, -3.9419)  0.10
H (-2.5840, 1.7990, -2.5146)  0.09
C (-0.9595, 4.2450, -1.6424)  -0.23
H (-0.3087, 4.8508, -0.9957)  0.03
H (-1.9862, 4.2292, -1.2359)  0.07
H (-1.0173, 4.7118, -2.6392)  0.06
C (1.3521, 2.3767, -2.4572)  -0.20
H (1.4252, 2.3273, -3.5509)  0.06
H (1.7794, 1.4546, -2.0219)  0.04
H (1.9587, 3.2244, -2.1131)  0.05
C (-2.5686, -1.4237, -2.2648)  -0.24
H (-3.3937, -0.7629, -1.9494)  0.01
H (-2.6106, -2.3320, -1.6418)  0.05
H (-2.7047, -1.7296, -3.3238)  0.07
C (0.0089, -1.8286, -3.0435)  -0.22
H (0.1200, -1.4576, -4.0806)  0.05
H (-0.5664, -2.7689, -3.0972)  0.06
H (0.9988, -2.0578, -2.6339)  0.00
C (-4.2882, -0.4052, 1.7886)  -0.12
S (-3.7115, 0.5578, 0.3923)  0.47
O (-4.5770, 0.3247, -0.7630)  -0.34
O (-3.5805, 1.9692, 0.7568)  -0.36
O (-2.3329, -0.0881, 0.2400)  -0.53
H (-4.7209, -1.3233, 1.3775)  0.07
H (-5.0185, 0.1719, 2.3599)  0.08
H (-3.4331, -0.6701, 2.4180)  0.05

HOMO level (alpha / beta): -9.31 / -11.38 eV
Electronic energy: -65224.6217 eV
Strongest force on any atom: 0.10728 Eh/bohr
Total charge: +1
M: 591.56 g mol⁻¹
ΔE to the lowest compared entry with this formula, charge and spin: 0.0 kcal/mol
Multiplicity: 5
Lowest unoccupied orbital energy (alpha / beta): -2.020 / -5.689 eV
Expectation value of S²: 6.017


# 2
ORCA calculation (ωB97M-V with the def2-TZVPD basis set) on C25H47As3F6IrNO4S2SbSe as an isolated structure at a distorted geometry.

Each line ends with the Löwdin charge.
Element x y z (Å)
Ir (0.8430, 0.8020, 1.1880)  0.64
F (1.3980, -2.4234, 4.7406)  0.10
C (2.5269, -1.7622, 4.5727)  -0.64
F (2.9895, -1.2873, 5.7202)  0.14
F (3.4886, -2.6002, 4.0689)  0.07
S (1.9040, -0.1483, 3.4198)  0.70
O (0.8867, -0.9458, 2.4366)  -0.67
O (1.2647, 0.7490, 4.3525)  -0.41
N (2.7472, 0.8851, 2.1614)  -0.51
S (4.0400, 0.6446, 1.0654)  0.59
O (3.8020, -0.1393, -0.1539)  -0.36
O (4.6942, 1.9031, 1.0487)  -0.27
C (5.2636, -0.4830, 1.9456)  -0.60
F (5.6342, 0.0361, 3.1175)  0.14
F (6.3178, -0.4936, 1.0789)  0.11
F (4.8450, -1.7707, 2.1981)  0.08
C (1.0507, -0.2250, -2.3784)  -0.25
As (0.8952, 1.3016, -1.1097)  1.02
C (2.4999, 2.3883, -1.5475)  -0.24
C (-0.4365, 2.3011, -2.2381)  -0.33
C (-1.9240, 2.1299, -1.9999)  -0.67
C (-2.5523, 3.3376, -2.7526)  -0.05
C (-2.2216, 2.3801, -0.5016)  -0.31
As (-1.4292, 1.3397, 0.9608)  0.82
C (-2.3063, -0.3826, 0.6511)  -0.29
C (-2.9423, 1.8601, 2.1699)  -0.28
C (-2.4079, 0.7778, -2.5812)  -0.35
As (-2.1533, 0.3398, -4.5536)  1.13
C (-3.7971, 0.8040, -5.5843)  -0.35
C (-2.7338, -1.5967, -4.3887)  -0.32
H (0.0925, -0.7604, -2.4630)  0.00
H (1.8687, -0.8513, -2.0006)  0.01
H (1.3432, 0.1798, -3.3629)  0.05
H (2.2549, 3.2434, -2.2018)  0.05
H (3.1912, 1.7278, -2.0721)  0.04
H (2.8886, 2.7612, -0.5823)  0.02
H (-0.2466, 1.9881, -3.2778)  0.05
H (-0.1748, 3.3791, -2.1737)  0.08
H (-2.4570, 4.2800, -2.1882)  0.10
H (-3.6199, 3.1394, -2.8984)  0.09
H (-2.0883, 3.4315, -3.7543)  0.09
H (-3.3014, 2.3261, -0.4083)  0.09
H (-1.9570, 3.4244, -0.2994)  0.08
H (-3.2604, -0.2537, 0.1277)  0.04
H (-2.4074, -0.8959, 1.6114)  0.03
H (-1.6851, -0.9847, 0.0039)  -0.01
H (-3.9035, 1.7336, 1.6123)  0.05
H (-2.8538, 2.9227, 2.4676)  0.02
H (-3.0102, 1.2801, 3.1120)  0.05
H (-3.4902, 0.7213, -2.4383)  0.07
H (-1.9479, -0.1108, -2.0620)  0.05
H (-3.8787, 1.8917, -5.6798)  0.01
H (-4.7430, 0.4990, -5.1291)  0.03
H (-3.7935, 0.4754, -6.6064)  0.01
H (-2.0204, -2.1219, -3.7710)  -0.02
H (-2.7690, -2.0319, -5.3655)  0.01
H (-3.7101, -1.7089, -3.8935)  0.03
Se (0.1156, 2.8277, 2.6288)  0.83
C (0.1802, 4.4988, 1.5932)  -0.54
C (0.6223, 4.6521, 0.2848)  -0.13
C (0.9058, 5.9503, -0.1587)  -0.07
C (0.6349, 7.0671, 0.6179)  -0.06
C (0.0449, 6.8961, 1.8968)  -0.05
C (-0.1318, 5.6075, 2.4004)  -0.13
H (0.8240, 3.7649, -0.3233)  0.02
H (1.2645, 6.0971, -1.1642)  0.10
H (0.8481, 8.0720, 0.2963)  0.10
H (-0.1994, 7.7781, 2.4468)  0.10
H (-0.5097, 5.4214, 3.4044)  0.10
C (2.3445, -6.0819, 2.9118)  -0.17
C (1.8788, -5.7760, 1.4670)  -0.38
Sb (1.1214, -3.7261, 1.2389)  1.70
C (-0.7415, -4.0267, 2.4622)  -0.35
C (-1.8869, -4.7005, 1.7504)  -0.16
C (0.6605, -3.6083, -0.9115)  -0.39
C (0.2788, -4.9660, -1.5123)  -0.16
H (3.0065, -6.9713, 2.8877)  0.09
H (1.5224, -6.2900, 3.6099)  0.07
H (2.9233, -5.2845, 3.3629)  0.05
H (1.0509, -6.4106, 1.1575)  0.05
H (2.6751, -5.8635, 0.7400)  0.05
H (-0.9949, -3.0375, 2.8580)  0.04
H (-0.3743, -4.6184, 3.2875)  0.04
H (-2.3158, -4.0582, 0.9881)  0.07
H (-2.6533, -4.9906, 2.4756)  0.09
H (-1.5764, -5.6407, 1.3002)  0.06
H (1.5859, -3.2064, -1.3259)  0.04
H (-0.1487, -2.8583, -1.0313)  0.04
H (0.8932, -5.7778, -1.1598)  0.05
H (0.3851, -4.9236, -2.6166)  0.10
H (-0.7415, -5.2228, -1.2768)  0.06

HOMO level (alpha / beta): -8.67 / -10.11 eV
Electronic energy: -331565.6600 eV
Strongest force on any atom: 0.08238 Eh/bohr
Total charge: +1
M: 1221.48 g mol⁻¹
ΔE to the lowest compared entry with this formula, charge and spin: 25.4 kcal/mol
Multiplicity: 5
Lowest unoccupied orbital energy (alpha / beta): -2.728 / -5.998 eV
Expectation value of S²: 6.026


# 3
ORCA calculation (ωB97M-V with the def2-TZVPD basis set) on a 4-piece molecular cluster, C25H47BrNO6S4 overall at a distorted geometry.

Each line ends with the Löwdin charge.
Element x y z (Å)
C (-1.9895, 1.5014, 0.0165)  -0.09
C (-0.4623, 1.4307, -0.0901)  -0.22
C (0.2570, 0.6674, 1.0027)  -0.16
N (-0.0458, -0.8249, 1.1939)  -0.30
S (-0.3257, -1.6222, -0.4072)  1.04
C (-1.2950, -1.1332, 1.9858)  -0.35
O (-2.4121, -1.2978, 1.1271)  -0.08
C (-1.0344, -2.4782, 2.7094)  -0.07
C (0.4763, -2.6928, 2.6353)  -0.10
C (1.1425, -1.4443, 1.9942)  -0.35
C (1.6698, -0.5557, 3.1161)  -0.11
C (0.6518, -0.1139, 4.1432)  -0.75
O (-0.0132, -0.7873, 4.8190)  0.09
Br (0.4826, 1.8337, 4.3065)  0.79
C (2.2383, -1.9293, 1.0421)  -0.11
C (3.6426, -2.0954, 1.6097)  -0.37
C (3.8454, -3.1021, 2.7427)  0.00
O (4.2096, -0.8396, 1.9352)  -0.11
C (5.1548, -0.3686, 0.9817)  -0.14
C (4.4670, -0.0058, -0.3015)  -0.22
C (4.5575, -0.8494, -1.4144)  -0.04
C (3.8640, -0.5721, -2.5940)  -0.06
C (3.0626, 0.5641, -2.6658)  -0.06
C (2.9895, 1.4177, -1.5620)  -0.07
C (3.6786, 1.1441, -0.3864)  -0.05
H (-2.2869, 2.5294, -0.1630)  0.04
H (-2.3543, 1.2624, 1.0094)  0.06
H (-2.4833, 0.9167, -0.7448)  0.04
H (-0.1020, 2.4516, 0.0302)  0.11
H (-0.1358, 1.1493, -1.0847)  0.09
H (1.3233, 0.7317, 0.8166)  0.10
H (-0.0030, 1.1509, 1.9336)  0.04
H (0.6600, -0.9928, -1.0673)  -0.07
H (-1.5871, -0.3064, 2.6243)  0.15
H (-3.2023, -1.1621, 1.6579)  0.12
H (-1.5119, -3.1711, 2.0323)  0.12
H (-1.4593, -2.4593, 3.7003)  0.12
H (0.6528, -3.6268, 2.1140)  0.12
H (0.9417, -2.8528, 3.6023)  0.12
H (2.4435, -1.0793, 3.6623)  0.13
H (2.1540, 0.3356, 2.7402)  0.09
H (1.9745, -2.8519, 0.5480)  0.11
H (2.3489, -1.1783, 0.2585)  0.09
H (4.2038, -2.5123, 0.7754)  0.13
H (3.1363, -3.9180, 2.6652)  0.08
H (4.8390, -3.5224, 2.6324)  0.09
H (3.8343, -2.6328, 3.7208)  0.08
H (5.6107, 0.5143, 1.4188)  0.13
H (5.9587, -1.0859, 0.8242)  0.13
H (5.1706, -1.7377, -1.3489)  0.11
H (3.9420, -1.2566, -3.4231)  0.10
H (2.5143, 0.7923, -3.5652)  0.07
H (2.3851, 2.3105, -1.6354)  0.11
H (3.6113, 1.7897, 0.4773)  0.12
C (-5.2285, -1.8559, -2.9674)  -0.27
S (-5.6805, -0.2128, -2.4005)  0.82
O (-4.4377, 0.4275, -1.8905)  -0.56
C (-6.6154, -0.7587, -0.9679)  -0.27
H (-4.5954, -1.7421, -3.8447)  0.04
H (-4.6814, -2.3766, -2.1808)  0.06
H (-6.1292, -2.4069, -3.2368)  0.06
H (-5.9737, -1.3562, -0.3195)  0.05
H (-7.4748, -1.3420, -1.2971)  0.06
H (-6.9580, 0.1267, -0.4370)  0.05
C (0.6444, -0.5634, -7.0396)  -0.27
S (-0.1115, 0.7756, -6.1131)  0.83
O (0.8688, 1.1910, -5.0735)  -0.56
C (-1.3489, -0.2348, -5.2910)  -0.27
H (1.4818, -0.1502, -7.5973)  0.05
H (1.0009, -1.3298, -6.3511)  0.06
H (-0.0856, -0.9804, -7.7329)  0.06
H (-0.8560, -1.0238, -4.7219)  0.05
H (-2.0193, -0.6622, -6.0364)  0.05
H (-1.9131, 0.4097, -4.6199)  0.05
C (-2.9930, 3.9085, 3.0035)  -0.26
S (-2.5757, 5.0376, 1.6718)  0.85
O (-1.8450, 4.2254, 0.6615)  -0.56
C (-1.3417, 5.9644, 2.5892)  -0.26
H (-3.7262, 3.2022, 2.6190)  0.05
H (-2.0849, 3.3819, 3.2901)  0.01
H (-3.4179, 4.4513, 3.8474)  0.06
H (-0.5644, 5.2869, 2.9440)  0.05
H (-1.8193, 6.4728, 3.4267)  0.06
H (-0.9095, 6.6998, 1.9146)  0.05

HOMO level: -10.94 eV
Electronic energy: -153836.2717 eV
Strongest force on any atom: 0.05246 Eh/bohr
Total charge: +1
M: 665.82 g mol⁻¹
Lowest unoccupied orbital energy: -2.519 eV